Record 1
Below is one molecule with the formula C10H19N2P, with properties calculated with ωB97M-V with the def2-TZVPD basis set.

```
32
Properties=species:S:1:pos:R:3:lowdin_charge:R:1
C -1.250 -0.731 -0.144 -0.303
C -1.363 0.682 -0.245 -0.293
C -0.226 -1.364 0.489 -0.377
C -0.458 1.650 -0.478 -0.050
C -2.160 -1.577 -0.914 -0.070
C -2.817 1.175 0.040 -0.019
C -0.151 -2.868 0.599 -0.044
C -0.608 3.160 -0.644 -0.136
C 2.431 -0.332 -1.734 -0.221
C 2.798 0.683 2.223 -0.224
N 0.868 -0.812 1.085 -0.157
N 2.919 0.024 -0.461 -0.250
P 1.734 0.389 0.768 0.847
H -2.835 -2.108 -0.138 0.119
H -1.620 -2.285 -1.513 0.081
H -2.845 -0.954 -1.405 0.056
H -2.677 2.067 0.658 0.083
H -3.281 0.367 0.528 0.069
H -3.283 1.502 -0.780 0.035
H -1.098 -3.315 0.305 0.055
H 0.026 -3.216 1.568 0.049
H 0.733 -3.253 -0.020 0.109
H -0.113 3.682 0.192 0.059
H -1.599 3.622 -0.672 0.063
H 0.039 3.566 -1.491 0.082
H 3.253 -0.199 -2.456 0.089
H 2.052 -1.355 -1.749 0.066
H 1.448 0.136 -1.991 0.069
H 2.717 -0.250 2.736 0.015
H 3.866 0.906 1.980 0.049
H 2.336 1.374 3.008 0.064
H 3.575 0.794 -0.662 0.085
```

Computed properties:
Orbital gap (alpha / beta): 6.718 / 7.051 eV
Energy above the lowest of the compared OMol25 structures with the same formula, charge and spin: 385.4 kJ/mol
HOMO level (alpha / beta): -7.11 / -6.95 eV
Total charge: 0

***

Record 2
Below is an isolated ion of composition C10H19N2S and charge +1, with properties calculated with ωB97M-V with the def2-TZVPD basis set.

```
32
Properties=species:S:1:pos:R:3:lowdin_charge:R:1
C 0.532 1.788 -1.652 -0.518
C 0.842 -0.324 -0.405 -0.585
C 0.526 2.840 -2.473 -0.003
C -0.931 1.163 -0.836 -0.410
C -2.163 1.275 -1.727 -0.006
C -0.992 1.956 0.419 -0.008
C 1.235 -1.187 2.702 -0.053
C -1.285 -1.362 -0.748 -0.006
C 2.789 -1.523 0.250 -0.063
C 0.718 -1.864 1.429 -0.157
N -0.413 -0.185 -0.555 -0.096
N 1.399 -1.313 0.226 -0.141
S 1.851 0.819 -1.237 1.155
H 1.426 3.229 -3.046 0.094
H -0.344 3.521 -2.662 0.091
H -2.940 0.648 -1.428 0.070
H -1.970 1.151 -2.684 0.039
H -2.507 2.334 -1.781 0.124
H -1.949 1.873 0.793 0.065
H -0.938 3.030 -0.008 0.137
H -0.118 1.588 1.017 0.110
H 0.575 -0.304 2.994 0.099
H 1.474 -1.858 3.668 0.144
H 2.140 -0.697 2.555 0.025
H -2.132 -1.506 0.091 0.148
H -0.579 -2.278 -0.895 0.136
H -1.931 -1.239 -1.717 0.122
H 3.170 -1.179 -0.821 0.116
H 3.368 -0.997 0.954 0.086
H 3.014 -2.522 0.328 0.081
H 1.039 -2.937 1.377 0.147
H -0.302 -1.821 1.299 0.059
```

Computed properties:
Orbital gap: 9.341 eV
Energy above the lowest of the compared OMol25 structures with the same formula, charge and spin: 161.3 kJ/mol
HOMO level: -12.47 eV
Total charge: +1

***

Record 3
Below is an isolated ion of composition C10H19N4 and charge +1, with properties calculated with ωB97M-V with the def2-TZVPD basis set.

```
33
Properties=species:S:1:pos:R:3:lowdin_charge:R:1
C -1.307 2.238 0.256 0.038
C -2.146 1.361 -0.221 -0.361
C -3.624 1.582 -0.464 -0.023
C -1.557 0.071 -0.763 -0.144
C -1.139 -0.873 0.380 -0.125
C 0.245 -1.421 0.144 -0.495
C 0.151 -2.462 -0.934 -0.008
C 0.885 -2.001 1.477 0.016
N 1.315 -0.493 -0.218 -0.030
C 2.378 -0.587 -1.042 -0.037
N 3.208 0.412 -0.864 0.168
C 2.681 1.195 0.057 -0.320
N 3.259 2.336 0.546 0.225
N 1.580 0.569 0.630 0.184
H -0.210 2.136 0.359 0.051
H -1.904 2.978 0.827 0.094
H -3.886 1.526 -1.507 0.091
H -3.938 2.531 -0.092 0.077
H -4.158 0.799 -0.043 0.064
H -0.604 0.342 -1.263 0.110
H -2.146 -0.424 -1.619 0.154
H -1.282 -0.374 1.321 0.127
H -1.715 -1.735 0.240 0.099
H 1.009 -3.120 -0.809 0.097
H 0.088 -2.006 -1.866 0.076
H -0.788 -3.038 -0.848 0.121
H 1.463 -1.249 2.199 0.136
H 1.675 -2.686 1.090 0.095
H 0.194 -2.483 2.029 0.040
H 2.648 -1.349 -1.757 0.160
H 4.193 2.494 0.536 0.084
H 2.700 2.732 1.278 0.119
H 0.731 1.000 0.940 0.118
```

Computed properties:
Orbital gap: 9.321 eV
Energy above the lowest of the compared OMol25 structures with the same formula, charge and spin: 161.7 kJ/mol
HOMO level: -12.85 eV
Total charge: +1
SMILES string: C=C(C)CCC(C)(C)n1cnc(=[NH2+])[nH]1

***

Record 4
Below is C10H19N6ORhS2SeSi as an isolated structure, with properties calculated with ωB97M-V with the def2-TZVPD basis set.

```
41
Properties=species:S:1:pos:R:3:lowdin_charge:R:1
Rh 0.846 -0.744 0.374 0.762
N -0.329 2.093 2.018 0.113
C -0.359 0.923 2.673 -0.660
N 0.037 -0.231 2.158 -0.092
C -0.071 -1.267 3.091 -0.316
C -0.577 -0.903 4.279 -0.294
S -0.924 0.788 4.292 1.149
C 0.420 -2.548 2.623 -0.318
C 0.432 -3.751 3.213 -0.292
S 1.161 -4.924 2.174 1.153
C 1.406 -3.719 0.968 -0.634
N 0.988 -2.513 1.344 -0.065
N 1.967 -3.992 -0.209 0.148
H 0.117 2.135 1.117 0.056
H -0.525 2.954 2.499 0.118
H -0.750 -1.510 5.151 0.099
H 0.065 -4.029 4.186 0.099
H 2.225 -4.934 -0.447 0.125
H 2.037 -3.258 -0.899 0.075
N 3.166 0.468 -1.748 0.204
C 2.671 -0.728 -2.091 -0.614
N 2.967 -1.233 -3.289 0.223
O 1.920 -1.393 -1.315 -0.236
H 3.809 0.964 -2.342 0.132
H 3.079 0.776 -0.795 0.101
H 3.609 -0.787 -3.922 0.134
H 2.501 -2.070 -3.594 0.135
C -2.712 3.056 0.111 -0.199
Si -2.129 2.172 -1.402 0.307
C -0.933 3.142 -2.442 -0.214
C -3.482 1.330 -2.333 -0.211
Se -0.583 0.322 -1.055 0.601
H -3.420 3.818 -0.233 0.058
H -1.918 3.581 0.638 0.017
H -3.244 2.399 0.799 0.048
H -1.489 3.999 -2.836 0.061
H -0.559 2.574 -3.294 0.041
H -0.090 3.529 -1.870 0.039
H -4.182 2.087 -2.696 0.056
H -4.041 0.641 -1.698 0.048
H -3.105 0.782 -3.196 0.043
```

Computed properties:
Orbital gap (alpha / beta): 5.253 / 5.269 eV
Energy above the lowest of the compared OMol25 structures with the same formula, charge and spin: 0.0 kJ/mol
HOMO level (alpha / beta): -13.84 / -13.84 eV
Total charge: +2

***

Please write out number 4 again, unchanged.
Below is C10H19N6ORhS2SeSi as an isolated structure, with properties calculated with ωB97M-V with the def2-TZVPD basis set.

```
41
Properties=species:S:1:pos:R:3:lowdin_charge:R:1
Rh 0.846 -0.744 0.374 0.762
N -0.329 2.093 2.018 0.113
C -0.359 0.923 2.673 -0.660
N 0.037 -0.231 2.158 -0.092
C -0.071 -1.267 3.091 -0.316
C -0.577 -0.903 4.279 -0.294
S -0.924 0.788 4.292 1.149
C 0.420 -2.548 2.623 -0.318
C 0.432 -3.751 3.213 -0.292
S 1.161 -4.924 2.174 1.153
C 1.406 -3.719 0.968 -0.634
N 0.988 -2.513 1.344 -0.065
N 1.967 -3.992 -0.209 0.148
H 0.117 2.135 1.117 0.056
H -0.525 2.954 2.499 0.118
H -0.750 -1.510 5.151 0.099
H 0.065 -4.029 4.186 0.099
H 2.225 -4.934 -0.447 0.125
H 2.037 -3.258 -0.899 0.075
N 3.166 0.468 -1.748 0.204
C 2.671 -0.728 -2.091 -0.614
N 2.967 -1.233 -3.289 0.223
O 1.920 -1.393 -1.315 -0.236
H 3.809 0.964 -2.342 0.132
H 3.079 0.776 -0.795 0.101
H 3.609 -0.787 -3.922 0.134
H 2.501 -2.070 -3.594 0.135
C -2.712 3.056 0.111 -0.199
Si -2.129 2.172 -1.402 0.307
C -0.933 3.142 -2.442 -0.214
C -3.482 1.330 -2.333 -0.211
Se -0.583 0.322 -1.055 0.601
H -3.420 3.818 -0.233 0.058
H -1.918 3.581 0.638 0.017
H -3.244 2.399 0.799 0.048
H -1.489 3.999 -2.836 0.061
H -0.559 2.574 -3.294 0.041
H -0.090 3.529 -1.870 0.039
H -4.182 2.087 -2.696 0.056
H -4.041 0.641 -1.698 0.048
H -3.105 0.782 -3.196 0.043
```

Computed properties:
Orbital gap (alpha / beta): 5.253 / 5.269 eV
Energy above the lowest of the compared OMol25 structures with the same formula, charge and spin: 0.0 kJ/mol
HOMO level (alpha / beta): -13.84 / -13.84 eV
Total charge: +2

***

What did the first record say?
Below is one molecule with the formula C10H19N2P, with properties calculated with ωB97M-V with the def2-TZVPD basis set.

```
32
Properties=species:S:1:pos:R:3:lowdin_charge:R:1
C -1.250 -0.731 -0.144 -0.303
C -1.363 0.682 -0.245 -0.293
C -0.226 -1.364 0.489 -0.377
C -0.458 1.650 -0.478 -0.050
C -2.160 -1.577 -0.914 -0.070
C -2.817 1.175 0.040 -0.019
C -0.151 -2.868 0.599 -0.044
C -0.608 3.160 -0.644 -0.136
C 2.431 -0.332 -1.734 -0.221
C 2.798 0.683 2.223 -0.224
N 0.868 -0.812 1.085 -0.157
N 2.919 0.024 -0.461 -0.250
P 1.734 0.389 0.768 0.847
H -2.835 -2.108 -0.138 0.119
H -1.620 -2.285 -1.513 0.081
H -2.845 -0.954 -1.405 0.056
H -2.677 2.067 0.658 0.083
H -3.281 0.367 0.528 0.069
H -3.283 1.502 -0.780 0.035
H -1.098 -3.315 0.305 0.055
H 0.026 -3.216 1.568 0.049
H 0.733 -3.253 -0.020 0.109
H -0.113 3.682 0.192 0.059
H -1.599 3.622 -0.672 0.063
H 0.039 3.566 -1.491 0.082
H 3.253 -0.199 -2.456 0.089
H 2.052 -1.355 -1.749 0.066
H 1.448 0.136 -1.991 0.069
H 2.717 -0.250 2.736 0.015
H 3.866 0.906 1.980 0.049
H 2.336 1.374 3.008 0.064
H 3.575 0.794 -0.662 0.085
```

Computed properties:
Orbital gap (alpha / beta): 6.718 / 7.051 eV
Energy above the lowest of the compared OMol25 structures with the same formula, charge and spin: 385.4 kJ/mol
HOMO level (alpha / beta): -7.11 / -6.95 eV
Total charge: 0

***

Q: Which of these has the lowest total charge?
A: C10H19N2P

***

Q: Which of these has the lowest total charge?
A: C10H19N2P